Molecular formula: C20H48AlBrOP2
Method: DFT, wB97M-V/def2-TZVPD

```
73
Properties=species:S:1:pos:R:3:mulliken_charge:R:1
C -0.82326 4.38134 2.72118 -1.305
P -1.87266 3.31684 1.64838 0.286
O -2.60485 4.50107 0.68278 -0.574
Al -3.38657 2.30598 3.20658 0.120
C -5.33045 2.50338 2.71979 -0.778
C -5.73927 3.76028 1.93696 -0.233
C -6.96136 4.47390 2.47112 -0.838
Br -6.54028 5.51207 4.05502 -0.203
H -0.16992 5.01670 2.12562 0.314
H -1.40572 4.98137 3.42044 0.404
H -0.19550 3.72461 3.32421 0.377
H -2.67287 5.33439 1.14684 0.299
H -2.94215 0.71852 3.14981 -0.214
H -3.02978 2.87664 4.68555 -0.305
H -5.67229 1.61733 2.18367 0.362
H -5.85506 2.49133 3.68048 0.310
H -5.99192 3.48648 0.91034 0.338
H -4.92086 4.47561 1.88819 0.117
H -7.39076 5.17187 1.76118 0.417
H -7.72402 3.77086 2.79166 0.401
C 0.11259 -0.06685 -4.66445 -1.388
C -0.63533 -0.58643 -3.43959 -0.063
C -0.35319 0.23112 -2.18036 -1.050
C 1.03735 0.02756 -1.55491 -1.181
P 1.23355 -1.37014 -0.42847 1.124
C -0.13338 -1.28070 0.73549 -1.411
C -0.45950 0.10835 1.30021 -0.118
C 0.43499 0.66469 2.39756 0.097
C 0.68437 -0.28549 3.56282 -1.524
C 2.75801 -1.09501 0.49526 -0.653
C 4.10973 -0.91305 -0.21657 -0.934
C 4.82264 -2.16621 -0.73001 0.220
C 4.84652 -3.33205 0.25206 -1.406
C 1.04602 -3.04372 -1.10650 -0.958
C 2.04497 -3.73849 -2.04724 -0.884
C 2.42701 -3.01838 -3.34977 0.153
C 1.67916 -3.56147 -4.56620 -1.720
H 1.19467 -0.05711 -4.51531 0.266
H -0.09013 -0.68199 -5.54006 0.390
H -0.19740 0.95325 -4.89459 0.403
H -0.39699 -1.64094 -3.27950 -0.165
H -1.70757 -0.54674 -3.63725 0.468
H -1.12290 0.05373 -1.42793 0.299
H -0.43331 1.28968 -2.43215 0.663
H 1.25142 0.88559 -0.90750 0.659
H 1.82706 0.03043 -2.30858 0.718
H 0.03505 -2.03018 1.51436 0.796
H -1.00449 -1.63410 0.17399 0.470
H -1.47187 0.05005 1.70880 -0.088
H -0.52616 0.84102 0.49507 0.188
H -0.08006 1.54829 2.76931 -0.273
H 1.38546 1.03858 2.00040 0.459
H -0.26193 -0.59317 4.01052 0.328
H 1.27471 0.20327 4.33752 0.458
H 1.22818 -1.18885 3.26627 0.273
H 2.80626 -1.84745 1.28507 0.657
H 2.54015 -0.15671 1.01115 -0.131
H 4.76007 -0.42099 0.50886 0.462
H 3.99528 -0.20159 -1.03829 0.327
H 5.85091 -1.88062 -0.95952 0.448
H 4.39191 -2.48211 -1.68115 -0.274
H 5.35948 -3.06080 1.17635 0.371
H 5.37024 -4.18532 -0.17830 0.407
H 3.84396 -3.67304 0.51862 0.308
H 0.04060 -3.05863 -1.53748 0.639
H 0.96406 -3.65522 -0.20054 0.569
H 1.58836 -4.69580 -2.30719 0.623
H 2.93545 -3.99599 -1.47665 0.069
H 3.49825 -3.13547 -3.52290 0.499
H 2.25553 -1.94445 -3.26479 -0.061
H 1.96538 -4.59671 -4.75431 0.454
H 1.90644 -2.98489 -5.46196 0.390
H 0.59799 -3.53934 -4.41948 0.332
```

## Properties
orbital gap: 5.5 eV
E_HOMO: -0.2085 Eh